No. 1
# C3H3ClS

A 2-piece molecular cluster, C3H3ClS overall (ωB97M-V/def2-TZVPD, the OMol25 dataset).

Atoms and positions in Å:
1 C 2.4801 0.0881 1.1529
2 C 1.5827 -0.3993 0.5861
3 C -1.3045 -0.5093 -1.3215
4 S -2.6961 -0.4348 -0.7024
5 Cl -3.6703 1.4328 -0.0405
6 H 3.1744 0.7257 1.7137
7 H 0.7541 -0.9947 0.0857
8 H -0.3205 0.0914 -1.4740

Values from the calculation:
Energy above the lowest of the compared OMol25 structures with the same formula, charge and spin = 3.597 eV
E_LUMO = -0.944 eV
Electronic energy = -974.31147 Ha
Total charge = 0
Strongest force on any atom = 5.9 eV Å⁻¹
HOMO-LUMO gap = 8.942 eV

=====

No. 2
# C3H3ClS2

One molecule with the formula C3H3ClS2 (ωB97M-V/def2-TZVPD, the OMol25 dataset).

Atoms and positions in Å:
1 S -2.3465 -0.5899 -1.0073
2 C -1.1133 0.2102 -0.2819
3 S -1.0757 1.9556 -0.3138
4 C -0.1142 -0.6284 0.4149
5 C 1.1924 -0.6629 0.0951
6 Cl 2.0426 0.3835 -1.0494
7 H -0.0033 2.0413 0.4818
8 H -0.4908 -1.4108 1.1208
9 H 1.9089 -1.2987 0.5399

Values from the calculation:
Energy above the lowest of the compared OMol25 structures with the same formula, charge and spin = 0.473 eV
E_LUMO = -0.696 eV
SMILES string = S=C(S)/C=C\Cl
Electronic energy = -1372.63326 Ha
Total charge = 0
Strongest force on any atom = 1.4 eV Å⁻¹
HOMO-LUMO gap = 8.165 eV

=====

No. 3
# C3H3ClS2

One molecule with the formula C3H3ClS2 (ωB97M-V/def2-TZVPD, the OMol25 dataset).

Atoms and positions in Å:
1 Cl -0.1814 -1.7685 1.5770
2 C -0.1267 -0.6165 0.4028
3 C -1.5187 0.1420 -0.0706
4 S -1.1825 1.3034 -1.2358
5 S 0.8249 1.2641 -1.3750
6 C 1.1269 0.1056 0.0765
7 H -2.3463 -0.4685 -0.0024
8 H 1.4099 0.5853 0.9724
9 H 1.9939 -0.5471 -0.3449

Values from the calculation:
Energy above the lowest of the compared OMol25 structures with the same formula, charge and spin = 2.173 eV
E_LUMO (alpha / beta) = 0.070 / 0.002 eV
SMILES string = ClC1=CSSC1
Electronic energy = -1372.57079 Ha
Total charge = 0
Strongest force on any atom = 9.4 eV Å⁻¹
HOMO-LUMO gap (alpha / beta) = 7.351 / 7.460 eV

=====

No. 4
# C3H3ClS2

One molecule with the formula C3H3ClS2 (ωB97M-V/def2-TZVPD, the OMol25 dataset).

Atoms and positions in Å:
1 Cl -2.3404 0.3785 0.0199
2 C -0.6350 0.2996 0.0881
3 C 0.2576 1.4210 0.1050
4 S 1.9822 0.9362 -0.0085
5 S 1.7220 -1.1425 0.0000
6 C -0.0703 -1.1273 -0.0662
7 H 0.0591 2.5082 0.3851
8 H -0.5601 -1.7827 0.6659
9 H -0.4152 -1.4909 -1.1892

Values from the calculation:
Energy above the lowest of the compared OMol25 structures with the same formula, charge and spin = 0.559 eV
E_LUMO = 0.396 eV
SMILES string = ClC1=CSSC1
Electronic energy = -1372.63012 Ha
Total charge = 0
Strongest force on any atom = 4.4 eV Å⁻¹
HOMO-LUMO gap = 8.180 eV

=====

No. 5
# C3H3CrLiO3

C3H3CrLiO3 as an isolated structure (ωB97M-V/def2-TZVPD, the OMol25 dataset).

Atoms and positions in Å:
1 H 2.8365 -0.1598 0.9646
2 C 0.3865 -0.1603 1.0278
3 C -0.0240 1.1177 0.4090
4 O -0.6096 0.7335 -0.8539
5 C -0.6280 -0.5451 -0.9178
6 O -0.0697 -1.0941 0.2237
7 O -1.1136 -1.2568 -1.7639
8 Cr -1.9773 -1.3877 -3.3717
9 H 0.8449 1.7714 0.2335
10 H -0.7688 1.6610 1.0118
11 Li 1.1231 -0.6799 3.0370

Values from the calculation:
Energy above the lowest of the compared OMol25 structures with the same formula, charge and spin = 3.418 eV
E_LUMO (alpha / beta) = -22.410 / -22.351 eV
Electronic energy = -1391.64680 Ha
<S²> = 6.0046
Total charge = +4
Spin multiplicity = 5
Strongest force on any atom = 3.0 eV Å⁻¹
HOMO-LUMO gap (alpha / beta) = 6.960 / 7.362 eV

=====

No. 6
# C3H3CsFO2

C3H3CsFO2 as an isolated structure (ωB97M-V/def2-TZVPD, the OMol25 dataset).

Atoms and positions in Å:
1 H -2.1229 -1.1116 3.3635
2 F 2.0015 -1.8503 1.2870
3 O -0.3998 -1.5956 1.0326
4 O -1.2916 0.0869 2.0014
5 C -0.4959 -2.0590 2.3144
6 C -1.1157 -0.9336 2.9720
7 C -0.1418 -0.2027 1.2708
8 H -0.8606 -3.0836 2.3829
9 H 0.2551 -0.1212 2.8741
10 Cs 1.6998 1.4144 -1.4910

Values from the calculation:
Energy above the lowest of the compared OMol25 structures with the same formula, charge and spin = 1.291 eV
E_LUMO (alpha / beta) = -1.069 / -1.102 eV
Electronic energy = -386.22290 Ha
<S²> = 0.7692
Total charge = 0
Spin multiplicity = 2
Strongest force on any atom = 5.5 eV Å⁻¹
HOMO-LUMO gap (alpha / beta) = 5.741 / 5.720 eV

=====

No. 7
# C3H3CuMgO4

C3H3CuMgO4 as an isolated structure (ωB97M-V/def2-TZVPD, the OMol25 dataset).

Atoms and positions in Å:
1 O -2.1915 0.5867 -0.0658
2 C -2.2263 -0.6467 0.2929
3 O -2.8705 -1.0642 1.2536
4 Mg -0.7255 1.7944 -0.5590
5 O 0.6098 0.2603 -0.8964
6 C 0.7159 -0.9700 -0.4531
7 C 2.0028 -1.1333 0.3541
8 O 2.6352 0.0117 0.8036
9 Cu 1.8091 1.5785 0.0890
10 H 2.6633 -1.7422 -0.3076
11 H 1.7241 -1.8215 1.1853
12 H -1.4982 -1.4896 -0.2254

Values from the calculation:
E_LUMO (alpha / beta) = 2.589 / 1.566 eV
Electronic energy = -2257.61439 Ha
<S²> = 0.7628
Total charge = -1
Spin multiplicity = 2
Strongest force on any atom = 2.9 eV Å⁻¹
HOMO-LUMO gap (alpha / beta) = 5.818 / 4.988 eV

=====

No. 8
# C3H3CuO2

C3H3CuO2 as an isolated structure (ωB97M-V/def2-TZVPD, the OMol25 dataset).

Atoms and positions in Å:
1 C 1.7074 0.0386 1.7595
2 C 0.5687 0.0253 0.7949
3 H 2.7050 0.1845 1.3124
4 H 1.5546 0.7441 2.5892
5 H 1.6860 -0.9753 2.2060
6 O 0.8675 0.3784 -1.1532
7 C 0.4362 1.3249 -0.1885
8 Cu -1.6938 0.0197 1.2627
9 O -0.5495 1.7836 0.4295

Values from the calculation:
Energy above the lowest of the compared OMol25 structures with the same formula, charge and spin = 6.977 eV
E_LUMO = -1.549 eV
Electronic energy = -1906.77747 Ha
Total charge = 0
Strongest force on any atom = 10.1 eV Å⁻¹
HOMO-LUMO gap = 6.073 eV

=====

The highest electronic energy belongs to which entry? C3H3CsFO2

=====

Please write out number 7 again, unchanged.
# C3H3CuMgO4

C3H3CuMgO4 as an isolated structure (ωB97M-V/def2-TZVPD, the OMol25 dataset).

Atoms and positions in Å:
1 O -2.1915 0.5867 -0.0658
2 C -2.2263 -0.6467 0.2929
3 O -2.8705 -1.0642 1.2536
4 Mg -0.7255 1.7944 -0.5590
5 O 0.6098 0.2603 -0.8964
6 C 0.7159 -0.9700 -0.4531
7 C 2.0028 -1.1333 0.3541
8 O 2.6352 0.0117 0.8036
9 Cu 1.8091 1.5785 0.0890
10 H 2.6633 -1.7422 -0.3076
11 H 1.7241 -1.8215 1.1853
12 H -1.4982 -1.4896 -0.2254

Values from the calculation:
E_LUMO (alpha / beta) = 2.589 / 1.566 eV
Electronic energy = -2257.61439 Ha
<S²> = 0.7628
Total charge = -1
Spin multiplicity = 2
Strongest force on any atom = 2.9 eV Å⁻¹
HOMO-LUMO gap (alpha / beta) = 5.818 / 4.988 eV

=====

Please write out number 1 again, unchanged.
# C3H3ClS

A 2-piece molecular cluster, C3H3ClS overall (ωB97M-V/def2-TZVPD, the OMol25 dataset).

Atoms and positions in Å:
1 C 2.4801 0.0881 1.1529
2 C 1.5827 -0.3993 0.5861
3 C -1.3045 -0.5093 -1.3215
4 S -2.6961 -0.4348 -0.7024
5 Cl -3.6703 1.4328 -0.0405
6 H 3.1744 0.7257 1.7137
7 H 0.7541 -0.9947 0.0857
8 H -0.3205 0.0914 -1.4740

Values from the calculation:
Energy above the lowest of the compared OMol25 structures with the same formula, charge and spin = 3.597 eV
E_LUMO = -0.944 eV
Electronic energy = -974.31147 Ha
Total charge = 0
Strongest force on any atom = 5.9 eV Å⁻¹
HOMO-LUMO gap = 8.942 eV

=====

Repeat the eighth record exactly.
# C3H3CuO2

C3H3CuO2 as an isolated structure (ωB97M-V/def2-TZVPD, the OMol25 dataset).

Atoms and positions in Å:
1 C 1.7074 0.0386 1.7595
2 C 0.5687 0.0253 0.7949
3 H 2.7050 0.1845 1.3124
4 H 1.5546 0.7441 2.5892
5 H 1.6860 -0.9753 2.2060
6 O 0.8675 0.3784 -1.1532
7 C 0.4362 1.3249 -0.1885
8 Cu -1.6938 0.0197 1.2627
9 O -0.5495 1.7836 0.4295

Values from the calculation:
Energy above the lowest of the compared OMol25 structures with the same formula, charge and spin = 6.977 eV
E_LUMO = -1.549 eV
Electronic energy = -1906.77747 Ha
Total charge = 0
Strongest force on any atom = 10.1 eV Å⁻¹
HOMO-LUMO gap = 6.073 eV